A structure of composition C34H27Cl2IrN5O3SSi in a non-equilibrium geometry. Source: OMol25; level of theory: the ωB97M-V functional and the def2-TZVPD basis.

Atoms and positions in Å:
Ir 0.022 -0.581 -0.323
Cl 0.417 -6.112 3.522
C -0.127 -4.620 2.839
C 0.420 -4.207 1.642
C 0.003 -2.999 1.090
N 0.516 -2.443 -0.058
C 1.517 -2.947 -0.833
O 1.849 -4.104 -0.979
C 2.294 -1.821 -1.497
C 3.499 -2.063 -2.125
C 4.217 -0.990 -2.624
C 3.703 0.289 -2.485
C 2.486 0.460 -1.850
N 1.807 -0.574 -1.361
C -0.988 -2.196 1.725
C -1.521 -2.646 2.937
C -1.092 -3.842 3.478
Cl -1.787 -4.352 4.978
N -1.394 -1.066 1.003
C -2.463 -0.311 1.474
O -2.750 -0.183 2.647
C -3.389 0.301 0.441
C -4.552 0.925 0.878
C -5.453 1.356 -0.081
C -5.161 1.158 -1.422
C -3.960 0.546 -1.753
N -3.096 0.124 -0.838
H 1.156 -4.816 1.143
H 3.838 -3.087 -2.192
H 5.170 -1.147 -3.113
H 4.230 1.156 -2.858
H 2.040 1.436 -1.720
H -2.254 -2.066 3.469
H -4.725 1.043 1.937
H -6.378 1.834 0.215
H -5.849 1.469 -2.198
H -3.677 0.389 -2.790
S -0.936 3.352 -2.294
C -0.816 3.696 -0.590
C -0.949 4.914 0.067
C -0.860 4.914 1.446
C -0.648 3.729 2.159
C -0.501 2.519 1.511
C -0.580 2.516 0.120
N -0.475 1.402 -0.699
C -0.680 1.676 -1.963
C -0.790 0.561 -2.877
C -1.112 0.687 -4.229
C -1.320 -0.454 -4.979
C -1.216 -1.703 -4.369
C -0.889 -1.826 -3.026
C -0.658 -0.693 -2.246
H -1.128 5.829 -0.482
H -0.963 5.847 1.984
H -0.595 3.762 3.239
H -0.315 1.595 2.042
H -1.219 1.666 -4.683
H -1.576 -0.379 -6.027
H -1.396 -2.596 -4.956
H -0.820 -2.811 -2.581
C 3.078 2.069 1.260
Si 2.537 0.413 1.980
C 2.237 0.672 3.812
C 3.955 -0.795 1.734
O 1.181 -0.166 1.323
H 3.915 2.455 1.851
H 2.278 2.812 1.298
H 3.425 1.997 0.227
H 3.168 0.878 4.347
H 1.780 -0.214 4.256
H 1.563 1.515 3.986
H 4.860 -0.463 2.250
H 4.206 -0.908 0.674
H 3.694 -1.785 2.117

Calculated values
Maximum force (eV/A): 1.2
Kohn-Sham gap (spin up / spin down) (eV): 6.78 / 5.87
Relative energy (zero: lowest compared OMol25 entry of this formula, charge and spin) (kcal/mol): 8.9
Spin multiplicity: 2
DFT total energy (eV): -95890.9484